[1]
{"formula": "C3H3Cl2F", "method": "wB97M-V/def2-TZVPD", "elements": ["C", "C", "C", "F", "Cl", "Cl", "H", "H", "H"], "xyz": [[-1.417, -0.816, 0.014], [-2.990, 0.075, -0.355], [-0.067, -0.153, -0.047], [-1.556, -2.062, -0.414], [-4.358, -0.870, -0.126], [-2.966, 1.641, 0.263], [0.685, -0.759, -0.409], [0.105, 0.357, 0.932], [-0.161, 0.545, -0.704]], "atomic_forces_ev_per_a": [[-4.6, 2.2, -1.2], [5.7, -2.8, 1.1], [-2.1, -2.3, 4.7], [0.5, 0.0, 0.1], [-0.6, -0.3, 0.0], [-0.2, 0.9, 0.2], [1.7, -1.7, -0.1], [0.3, -0.7, -0.7], [-0.5, 4.8, -4.1]], "energy_ev": -30917.529, "de_lowest_kcal_mol": 87.3, "total_charge": 0, "smiles": "CC(F)=C(Cl)Cl"}

[2]
{"formula": "C40H51AsBrF3N2O8P2PbSbSi2", "method": "wB97M-V/def2-TZVPD", "elements": ["Pb", "N", "C", "C", "P", "O", "O", "O", "P", "O", "O", "O", "H", "H", "H", "H", "H", "H", "H", "H", "Br", "C", "O", "C", "C", "C", "C", "C", "C", "N", "C", "C", "C", "C", "C", "C", "C", "O", "H", "H", "H", "H", "H", "H", "H", "H", "H", "H", "H", "H", "H", "C", "Si", "C", "C", "As", "Si", "C", "C", "C", "H", "H", "H", "H", "H", "H", "H", "H", "H", "H", "H", "H", "H", "H", "H", "H", "H", "H", "F", "C", "C", "C", "C", "C", "C", "Sb", "C", "C", "C", "C", "F", "C", "C", "C", "C", "C", "C", "F", "C", "C", "H", "H", "H", "H", "H", "H", "H", "H", "H", "H", "H", "H"], "xyz": [[-2.138, -12.318, 17.535], [-4.964, -15.892, 16.415], [-3.731, -16.176, 17.233], [-3.789, -17.651, 17.518], [-3.994, -15.097, 18.769], [-4.471, -16.263, 19.824], [-5.175, -14.273, 18.355], [-2.742, -14.450, 19.228], [-2.228, -15.682, 16.252], [-2.734, -16.280, 14.823], [-1.016, -16.390, 16.746], [-2.192, -14.171, 16.180], [-5.701, -16.595, 16.521], [-4.799, -15.805, 15.404], [-5.261, -14.984, 16.866], [-4.720, -17.940, 18.038], [-2.979, -17.874, 18.199], [-3.642, -18.273, 16.636], [-3.945, -16.097, 20.603], [-2.189, -15.981, 14.066], [-0.867, -10.786, 15.632], [6.085, -7.535, 17.929], [4.801, -8.095, 17.685], [4.644, -8.897, 16.618], [5.647, -9.297, 15.749], [5.324, -10.179, 14.716], [4.044, -10.653, 14.515], [3.041, -10.251, 15.366], [3.379, -9.418, 16.435], [2.437, -9.078, 17.428], [1.546, -9.900, 17.933], [0.620, -9.645, 18.965], [0.517, -8.372, 19.568], [-0.435, -8.089, 20.536], [-1.309, -9.147, 20.871], [-1.214, -10.420, 20.364], [-0.245, -10.705, 19.371], [-0.150, -11.854, 18.794], [6.423, -6.827, 17.167], [6.803, -8.359, 18.004], [6.071, -6.996, 18.873], [6.633, -8.874, 15.898], [6.088, -10.493, 14.013], [3.795, -11.252, 13.634], [1.987, -10.551, 15.178], [2.520, -8.129, 17.793], [1.534, -10.892, 17.506], [1.199, -7.564, 19.284], [-0.556, -7.101, 20.952], [-2.086, -8.950, 21.597], [-1.956, -11.168, 20.655], [3.918, -12.921, 17.325], [3.416, -13.858, 18.849], [2.852, -12.587, 20.026], [4.829, -14.864, 19.509], [1.405, -15.012, 18.291], [1.194, -16.786, 19.847], [1.404, -15.968, 21.473], [-0.526, -17.505, 19.715], [2.485, -18.061, 19.479], [4.644, -12.143, 17.522], [3.023, -12.418, 17.004], [4.282, -13.529, 16.498], [2.025, -12.015, 19.557], [3.641, -11.854, 20.241], [2.434, -12.981, 20.954], [5.710, -14.251, 19.645], [5.128, -15.653, 18.814], [4.566, -15.367, 20.432], [0.656, -15.180, 21.576], [2.378, -15.547, 21.678], [1.247, -16.647, 22.311], [-0.591, -18.542, 20.087], [-0.801, -17.444, 18.656], [-1.211, -16.866, 20.250], [2.632, -18.836, 20.246], [3.440, -17.554, 19.330], [2.260, -18.582, 18.528], [0.912, -22.124, 14.514], [1.016, -20.826, 14.847], [0.232, -20.337, 15.850], [0.379, -19.012, 16.175], [1.313, -18.213, 15.522], [2.139, -18.782, 14.540], [1.967, -20.107, 14.149], [1.696, -16.165, 15.992], [0.808, -15.213, 14.332], [0.887, -13.825, 14.143], [0.379, -13.233, 13.000], [-0.214, -14.037, 12.042], [-0.627, -13.534, 10.892], [-0.351, -15.403, 12.231], [0.152, -15.999, 13.371], [3.731, -16.014, 15.491], [4.603, -16.798, 16.270], [5.985, -16.738, 16.161], [6.520, -15.909, 15.180], [7.871, -15.917, 14.989], [5.701, -15.126, 14.393], [4.303, -15.170, 14.552], [-0.503, -20.997, 16.321], [-0.331, -18.548, 16.890], [2.861, -18.164, 14.042], [2.539, -20.571, 13.375], [1.372, -13.191, 14.912], [0.504, -12.175, 12.780], [-0.795, -16.032, 11.455], [0.031, -17.048, 13.557], [4.200, -17.502, 17.003], [6.609, -17.425, 16.741], [6.100, -14.504, 13.612], [3.669, -14.560, 13.923]], "atomic_forces_ev_per_a": [[-0.1, 0.1, 0.5], [-0.2, 0.7, -1.0], [-0.2, -0.3, -0.4], [0.4, -0.8, 0.7], [-0.9, -0.8, 0.1], [0.3, 1.0, -0.9], [0.2, 0.1, -0.3], [0.6, 0.0, 0.1], [-0.3, 0.0, 0.3], [0.4, 0.5, -0.2], [0.1, -0.1, -0.2], [0.0, -0.3, -0.4], [0.3, 0.2, 0.3], [0.3, 0.0, 0.3], [-0.7, 0.2, 0.0], [0.4, 0.2, -0.3], [0.2, -0.3, 0.2], [-0.1, 0.1, -0.2], [0.2, -0.2, 0.8], [-0.3, -0.1, 0.5], [0.2, 0.0, -0.1], [0.6, -0.4, 0.1], [-0.1, 0.8, 0.4], [0.6, -0.5, -0.4], [-0.1, 0.1, -0.2], [0.8, 0.1, -0.2], [-0.2, 0.0, -0.6], [-0.8, 0.2, 0.4], [-1.0, -0.6, -0.4], [-0.8, 0.4, 0.6], [0.0, 0.0, -0.2], [0.3, 0.8, 0.1], [-0.3, 0.9, 0.8], [0.5, -0.9, -1.2], [-0.1, 0.1, 0.5], [-0.4, 0.5, -0.1], [0.0, -0.5, -0.5], [-0.3, -0.3, 0.0], [-0.3, -0.2, -0.2], [0.1, 0.2, 0.1], [-0.3, -0.2, 0.0], [0.0, -0.3, -0.3], [0.1, 0.1, 0.1], [0.2, 0.1, 0.4], [0.8, 0.3, 0.4], [0.0, -0.4, 0.0], [0.0, -0.1, 0.0], [-0.2, -0.3, 0.0], [0.1, 0.0, 0.1], [-0.1, 0.0, 0.1], [0.4, 0.0, -0.1], [0.0, -0.4, -0.2], [0.8, -0.5, -0.7], [-1.0, 1.0, 0.4], [-0.1, -0.6, -0.4], [-0.7, 0.4, -0.2], [-0.3, -0.7, -0.3], [0.0, 0.4, 0.8], [0.4, -0.2, -0.4], [0.5, -0.6, -0.4], [0.3, 0.2, 0.2], [-0.5, 0.3, -0.4], [0.0, 0.0, 0.1], [0.4, -0.4, 0.2], [0.0, -0.3, 0.1], [0.2, 0.1, 0.1], [0.2, 0.3, 0.3], [-0.1, 0.0, -0.1], [0.1, 0.0, 0.4], [0.0, 0.1, 0.0], [0.3, 0.3, -0.2], [-0.2, -0.3, -0.1], [0.1, 0.4, -0.1], [-0.1, -0.2, 0.3], [-0.4, 0.2, 0.2], [-0.2, 0.3, -0.1], [0.1, 0.0, 0.1], [0.0, 0.2, 0.3], [-0.3, -0.1, 0.1], [0.8, -1.1, -0.8], [-0.6, -0.5, 0.3], [-1.0, 1.3, 0.8], [0.7, -0.1, 0.2], [-0.5, 0.0, 0.0], [-0.3, 0.9, 0.9], [-0.6, -0.2, -0.1], [-0.3, 0.5, -0.1], [0.5, -0.1, 0.8], [0.1, 0.3, -0.6], [0.4, -0.6, 0.7], [-0.2, 0.5, -0.4], [-0.2, -0.6, -0.5], [0.4, 0.8, 0.7], [1.0, -0.5, 0.4], [-0.2, -0.1, 0.3], [-0.1, -0.4, -0.4], [0.5, -0.2, 0.2], [-1.1, 0.2, 0.1], [-0.6, 0.1, -0.2], [0.4, -0.3, 0.1], [0.3, 0.4, -0.1], [0.8, -0.4, -0.5], [0.4, 0.1, -0.2], [0.2, -0.2, -0.3], [-0.4, -0.4, -0.6], [-0.2, -0.1, 0.3], [0.0, 0.4, 0.2], [0.0, -0.4, -0.2], [0.0, 0.2, -0.1], [-0.1, 0.5, -0.2], [0.3, 0.1, -0.1], [0.1, 0.1, -0.1]], "energy_ev": -246823.432, "de_lowest_kcal_mol": 0.0, "total_charge": 1}

[3]
{"formula": "C2H9NO2", "method": "wB97M-V/def2-TZVPD", "elements": ["C", "C", "N", "H", "H", "H", "H", "H", "H", "H", "O", "H", "H", "O"], "xyz": [[-0.223, 0.408, 1.589], [2.016, 0.744, 1.048], [0.877, 0.345, 0.663], [-0.725, -0.548, 1.717], [0.075, 0.829, 2.559], [-1.000, 1.082, 1.227], [2.789, 0.585, 0.302], [2.146, 1.110, 2.065], [-1.719, -0.276, -1.765], [-3.254, -0.109, -1.558], [-2.407, -0.125, -1.100], [0.356, -0.608, -0.827], [1.066, -1.110, -2.183], [0.299, -1.201, -1.610]], "atomic_forces_ev_per_a": [[-0.4, 0.8, 0.6], [-1.1, -0.9, -0.7], [0.0, 0.0, 0.2], [0.3, -0.2, -0.1], [0.1, -0.3, 0.1], [0.0, 0.0, -0.4], [0.5, 0.5, 0.5], [0.5, 0.2, -0.1], [-0.1, -0.2, 0.1], [0.2, 0.0, 0.0], [-0.1, 0.2, 0.0], [0.8, -0.1, -0.4], [0.0, 0.3, 0.4], [-0.7, -0.2, -0.2]], "energy_ev": -7804.278, "de_lowest_kcal_mol": 10.3, "total_charge": 0, "smiles": "C=NC.O.O"}

[4]
{"formula": "C3H8ClOPS", "method": "wB97M-V/def2-TZVPD", "elements": ["C", "C", "C", "O", "P", "S", "Cl", "H", "H", "H", "H", "H", "H", "H", "H"], "xyz": [[-1.496, 1.009, -0.133], [-1.387, -1.492, -0.254], [-1.743, -0.338, -0.798], [1.744, 0.411, 1.481], [1.746, 0.624, -0.143], [2.263, -1.270, -0.848], [3.564, 1.507, -0.388], [-1.466, 1.843, -0.785], [-2.159, 1.407, 0.685], [-0.406, 1.024, 0.307], [2.795, -1.529, 0.444], [-1.687, -2.433, -0.593], [-0.923, -1.570, 0.667], [-2.417, -0.367, -1.671], [1.572, 1.174, 2.028]], "atomic_forces_ev_per_a": [[2.0, 0.1, 1.8], [-0.7, 1.0, -0.6], [-1.2, 0.5, 0.5], [0.3, -1.2, -0.3], [-0.2, 0.7, -0.4], [0.4, -0.7, 2.1], [0.9, 0.7, 0.1], [0.0, 0.6, -1.2], [0.2, -1.2, -0.6], [-2.5, -0.1, -0.6], [-0.4, 0.0, -1.6], [-0.4, -1.2, -1.1], [1.3, 0.3, 1.7], [0.6, 0.2, 0.3], [-0.2, 0.6, 0.0]], "energy_ev": -37934.534, "de_lowest_kcal_mol": 45.0, "total_charge": 0, "smiles": "OP(S)Cl.C=CC"}

[5]
{"formula": "CH3BrCl2Si", "method": "wB97M-V/def2-TZVPD", "elements": ["C", "Si", "Cl", "Cl", "Br", "H", "H", "H"], "xyz": [[0.600, -0.063, -0.369], [-1.311, 0.742, 0.563], [-2.841, -0.482, 0.142], [-1.754, 2.533, -0.237], [2.159, 0.783, 0.203], [0.568, -1.111, 0.025], [0.523, -0.285, -1.474], [-1.034, 0.401, 2.019]], "atomic_forces_ev_per_a": [[-4.0, -1.6, 0.0], [3.6, -2.0, -0.6], [-0.6, -0.6, -0.3], [0.1, 0.5, 0.3], [0.7, 0.6, 0.1], [0.2, 0.9, 0.2], [0.2, 1.1, 1.0], [-0.2, 1.0, -0.7]], "energy_ev": -104052.286, "de_lowest_kcal_mol": 21.8, "total_charge": 0, "smiles": "Cl[SiH](Cl)CBr"}

[6]
{"formula": "C3H10O3", "method": "wB97M-V/def2-TZVPD", "elements": ["C", "C", "C", "O", "H", "H", "H", "H", "H", "H", "H", "H", "O", "H", "H", "O"], "xyz": [[-1.836, -0.152, 0.693], [-0.662, 0.430, -0.125], [0.448, -0.346, -0.358], [1.401, -0.019, -1.293], [-1.519, -0.792, 1.571], [-2.521, -0.747, 0.037], [-2.533, 0.555, 1.191], [-1.049, 1.350, -0.755], [0.827, -1.098, 0.438], [0.922, 0.299, -2.107], [1.006, -3.054, 1.474], [1.118, -4.528, 1.300], [0.478, -3.847, 1.563], [0.581, 3.559, -1.287], [0.536, 3.805, 0.169], [-0.013, 3.998, -0.681]], "atomic_forces_ev_per_a": [[-0.2, -0.5, 1.0], [-1.3, -0.7, -0.9], [-0.6, 1.7, 1.9], [-0.7, 0.0, -1.2], [0.0, 0.3, -1.2], [0.8, 0.3, 0.5], [0.8, 0.2, -0.6], [1.5, -1.9, 0.9], [-0.9, 1.1, -1.8], [0.8, -0.4, 1.3], [0.0, 0.4, 0.1], [-0.4, 0.0, 0.1], [0.4, -0.5, -0.2], [0.0, -0.1, -0.8], [-1.8, 0.7, -1.8], [1.7, -0.6, 2.6]], "energy_ev": -9413.801, "de_lowest_kcal_mol": 39.9, "total_charge": 0, "smiles": "C/C=C/O.O.O"}

How do the records compare in strongest force on any atom? In the order shown, they have 6.40; 1.87; 1.55; 2.71; 4.28; 3.22 eV/A.